ORCA calculation (ωB97M-V with the def2-TZVPD basis set) on C2H10P4 as an isolated structure.

Output
frontier orbital gap (spin up / spin down): 0.234 / 0.247 hartree
LUMO (spin up / spin down): -0.67 / -0.85 eV
HOMO energy (spin up / spin down): -7.04 / -7.58 eV

Element x y z (Å)
C -0.835 -0.652 -1.313
C 0.201 0.374 -0.901
P -2.634 0.026 -1.023
P 2.228 -0.807 2.804
P -0.629 1.957 -0.468
P 1.441 -0.093 0.493
H -0.770 -1.698 -0.947
H -0.847 -0.860 -2.366
H -2.390 0.025 0.324
H -3.111 -1.294 -0.954
H 1.220 0.042 3.240
H 1.406 -1.928 2.576
H -0.289 2.696 -1.685
H 0.470 2.493 0.106
H 2.062 -1.148 -0.225
H 2.479 0.865 0.341

ORCA calculation (ωB97M-V with the def2-TZVPD basis set) on a 3-piece molecular cluster, C2H11BN3O overall.

Output
frontier orbital gap: 0.340 hartree
LUMO: -4.05 eV
charge: +1
HOMO energy: -13.30 eV

Element x y z (Å)
B -1.331 0.992 -1.912
C 1.236 -0.311 1.768
C 0.177 0.687 1.722
N -1.871 1.603 -3.041
N -1.027 0.228 2.056
N 1.533 -1.631 -0.782
O -0.891 0.554 -0.904
H 0.902 -1.119 2.489
H 2.226 0.016 2.295
H 0.403 1.729 1.391
H -2.060 0.983 -3.713
H -2.443 2.424 -3.084
H -1.096 -0.765 2.289
H -1.929 0.592 1.762
H 1.150 -0.939 -1.496
H 2.567 -1.812 -0.757
H 1.367 -0.749 0.738
H 1.087 -2.481 -0.822

ORCA calculation (ωB97M-V with the def2-TZVPD basis set) on a 2-piece molecular cluster, C2H11N2O overall.

Output
frontier orbital gap: 0.430 hartree
LUMO: -3.00 eV
charge: +1
HOMO energy: -14.70 eV

Element x y z (Å)
C -0.709 -1.798 -1.241
N -0.456 -1.335 0.151
H -0.573 -2.874 -1.320
H -1.729 -1.520 -1.482
H 0.062 -1.331 -1.838
H -0.985 -1.802 0.884
H -0.718 -0.250 0.298
H 0.534 -1.365 0.373
N 1.375 0.816 0.876
C 0.336 1.794 0.571
O -0.808 1.215 -0.087
H 2.161 1.059 0.286
H 1.674 0.891 1.840
H -0.019 2.217 1.558
H 0.810 2.664 0.082
H -0.955 1.617 -0.951

ORCA calculation (ωB97M-V with the def2-TZVPD basis set) on a 2-piece molecular cluster, C2H11N2O overall.

Output
frontier orbital gap: 0.417 hartree
LUMO: -3.08 eV
charge: +1
HOMO energy: -14.43 eV

Element x y z (Å)
C 1.447 0.704 1.590
N 1.199 0.987 0.164
H 1.085 1.553 2.124
H 0.703 -0.045 1.801
H 2.545 0.378 1.758
H 2.039 1.447 -0.209
H 0.143 1.356 0.154
H 1.290 0.120 -0.532
N -0.139 -1.246 -1.368
C -1.250 -0.932 -0.523
O -1.340 0.449 0.096
H 0.105 -2.195 -1.410
H -0.227 -0.868 -2.284
H -2.191 -1.218 -0.861
H -1.129 -1.534 0.380
H -2.249 0.595 0.338

ORCA calculation (ωB97M-V with the def2-TZVPD basis set) on a 3-piece molecular cluster, C2H11N2O2 overall.

Output
frontier orbital gap: 0.431 hartree
LUMO: -3.09 eV
charge: +1
HOMO energy: -14.81 eV

Element x y z (Å)
C -1.628 2.066 0.044
N -1.013 0.741 0.022
C -1.735 -0.348 0.068
N -1.282 -1.566 0.172
H -1.975 2.370 -0.938
H -0.900 2.814 0.317
H -2.490 2.091 0.704
H -0.060 0.656 0.361
H -2.799 -0.224 -0.070
H -0.305 -1.818 0.285
H -1.915 -2.344 0.270
H 3.419 -0.015 -1.186
H 3.910 -1.246 -1.849
O 3.601 -0.943 -0.984
H 1.661 -0.630 1.718
H 2.152 -0.873 0.256
O 1.359 -0.731 0.808

ORCA calculation (ωB97M-V with the def2-TZVPD basis set) on a 3-piece molecular cluster, C2H11N2O2 overall.

Output
frontier orbital gap: 0.419 hartree
LUMO: -3.34 eV
charge: +1
HOMO energy: -14.75 eV

Element x y z (Å)
C -1.195 -0.608 2.217
N -0.919 -0.659 0.802
C -1.285 -1.661 0.045
N -1.113 -1.696 -1.265
H -2.280 -0.522 2.395
H -1.078 -1.567 2.716
H -0.632 0.181 2.717
H -0.494 0.026 0.169
H -1.782 -2.464 0.602
H -0.455 -1.082 -1.721
H -1.741 -2.240 -1.835
H 3.782 1.647 -1.675
H 3.267 2.975 -2.339
O 3.168 2.379 -1.594
H 0.365 2.294 -0.186
H 1.634 1.559 -0.730
O 0.759 1.438 -0.317

ORCA calculation (ωB97M-V with the def2-TZVPD basis set) on a 3-piece molecular cluster, C2H11N2O2 overall.

Output
frontier orbital gap (spin up / spin down): 0.360 / 0.194 hartree
<S²>: 0.780
LUMO (spin up / spin down): -9.44 / -13.94 eV
charge: +2
spin multiplicity: 2
HOMO energy (spin up / spin down): -19.22 / -19.22 eV

Element x y z (Å)
C -1.328 0.868 2.058
N -0.869 0.303 0.805
C -1.525 0.512 -0.345
N -1.119 -0.069 -1.435
H -1.224 1.962 2.032
H -0.749 0.464 2.884
H -2.383 0.602 2.186
H -0.085 -0.390 0.751
H -2.409 1.146 -0.335
H -0.311 -0.739 -1.332
H -1.640 0.041 -2.307
H 3.173 0.444 -1.907
H 3.958 -0.337 -0.841
O 3.059 -0.149 -1.153
H 0.964 -2.302 -0.211
H 1.692 -1.007 -0.561
O 0.798 -1.349 -0.288

ORCA calculation (ωB97M-V with the def2-TZVPD basis set) on a 2-piece molecular cluster, C2H11N3 overall.

Output
frontier orbital gap: 0.361 hartree
structure (SMILES): NCN.CN
LUMO: 1.07 eV
HOMO energy: -8.76 eV

Element x y z (Å)
N -1.592 0.330 -1.063
C -0.580 1.414 -1.196
N 0.684 0.921 -1.704
H -2.270 0.508 -0.334
H -2.094 0.157 -1.929
H -0.492 1.813 -0.187
H -0.963 2.163 -1.894
H 0.490 0.519 -2.609
H 1.024 0.258 -1.017
C 0.833 -1.434 1.177
N 0.686 -0.753 2.441
H 1.846 -1.459 0.792
H 0.532 -2.476 1.331
H 0.091 -1.051 0.482
H 0.706 0.250 2.452
H 1.101 -1.159 3.258

ORCA calculation (ωB97M-V with the def2-TZVPD basis set) on a 3-piece molecular cluster, C2H11N3O2 overall.

Output
frontier orbital gap (spin up / spin down): 0.393 / 0.224 hartree
<S²>: 0.766
LUMO (spin up / spin down): -3.52 / -8.08 eV
charge: +1
spin multiplicity: 2
HOMO energy (spin up / spin down): -14.23 / -14.19 eV

Element x y z (Å)
C 0.825 1.585 0.564
N -0.263 0.647 0.400
C -0.063 -0.671 0.419
N -1.190 -1.421 0.303
N 1.193 -1.094 0.220
H 0.484 2.615 0.487
H 1.355 1.508 1.508
H 1.504 1.447 -0.287
H -1.154 0.964 0.036
H -1.981 -1.040 0.800
H -1.099 -2.416 0.461
H 1.414 -2.015 0.602
H -3.795 2.224 0.342
H -4.540 0.971 -0.254
O -3.686 1.359 -0.055
H 2.767 -0.946 -0.939
H 3.487 0.054 -1.942
O 3.473 -0.809 -1.532

ORCA calculation (ωB97M-V with the def2-TZVPD basis set) on a 2-piece molecular cluster, C2H11N4 overall.

Output
frontier orbital gap: 0.206 hartree
LUMO: -8.11 eV
charge: +1
HOMO energy: -13.70 eV

Element x y z (Å)
N 0.338 -0.012 1.338
C 0.828 -0.761 0.158
N -0.266 -1.865 -0.426
N 1.849 -1.516 0.687
H 0.062 -0.784 1.944
H 1.159 0.429 1.732
H -1.073 -1.234 -0.401
H 0.022 -1.978 -1.400
H 1.439 -1.972 1.489
H 2.142 -2.224 0.027
C -1.477 1.831 -0.532
N -0.072 1.883 -0.993
H -2.049 0.934 -0.888
H -1.875 2.790 -0.807
H -1.438 1.805 0.552
H 0.390 1.094 -0.508
H 0.021 1.580 -1.973

Energy for every record listed, in sequence, given in eV: -39385.8933 -9441.4097 -7273.4799 -7272.5907 -9322.1219 -9321.6070 -9308.1124 -6722.0886 -10809.2925 -8201.1077.